No. 1
Here is the molecule C5H12O at a distorted geometry from the Open Molecules 2025 dataset. Energies are from the ωB97M-V functional and the def2-TZVPD basis.

Charge   0
Frontier orbital gap   11.19 eV
SMILES   CC(C)CCO
DFT total energy   -7426.4207 eV
Max |F|   0.032 hartree/bohr
Highest occupied orbital energy   -10.23 eV

Each line ends with the Löwdin charge.
Positions of all 18 atoms, in Å:
C -1.843 -0.689 0.322  -0.09
C -0.464 -0.011 0.302  -0.44
C -0.481 1.412 0.887  -0.06
C 0.225 -0.127 -1.071  -0.15
C 1.713 -0.539 -0.977  -0.24
O 2.316 0.130 0.138  -0.09
H -1.755 -1.716 -0.019  0.08
H -2.228 -0.634 1.346  0.08
H -2.590 -0.087 -0.192  0.07
H 0.069 -0.658 1.005  0.12
H -1.465 1.854 0.734  0.07
H 0.333 1.995 0.467  0.07
H -0.322 1.345 1.960  0.07
H -0.399 -0.771 -1.673  0.10
H 0.356 0.869 -1.460  0.10
H 1.737 -1.590 -0.738  0.11
H 2.274 -0.285 -1.874  0.11
H 2.525 -0.498 0.843  0.09



No. 2
Here is a cluster of 3 separate species, C3H11NO3 in total at a distorted geometry from the Open Molecules 2025 dataset. Energies are from the ωB97M-V functional and the def2-TZVPD basis.

Charge   0
Frontier orbital gap   10.77 eV
SMILES   CCNC=O.O.O
DFT total energy   -10922.1208 eV
Max |F|   0.022 hartree/bohr
Highest occupied orbital energy   -9.91 eV

Each line ends with the Löwdin charge.
Positions of all 18 atoms, in Å:
C 2.511 0.399 -1.175  -0.09
C 1.642 0.552 0.051  -0.25
N 0.716 -0.579 0.216  0.02
C 0.700 -1.376 1.306  -0.37
O 0.020 -2.377 1.429  0.00
H 3.342 1.102 -1.138  0.07
H 1.948 0.501 -2.095  0.07
H 2.962 -0.604 -1.193  0.08
H 2.180 0.669 0.981  0.11
H 1.038 1.447 -0.037  0.11
H 0.422 -0.963 -0.675  0.15
H 1.313 -0.985 2.134  0.13
O -3.112 -0.981 0.937  -0.06
H -2.196 -1.282 1.016  0.01
H -3.561 -1.832 0.996  0.04
O -2.960 2.097 -0.707  -0.07
H -3.725 1.507 -0.644  0.03
H -3.242 2.705 -1.402  0.03



No. 3
Here is a structure of composition C29H46EuP2 at a distorted geometry from the Open Molecules 2025 dataset. Energies are from the ωB97M-V functional and the def2-TZVPD basis.

Charge   +1
Frontier orbital gap (alpha / beta)   6.78 / 5.28 eV
2S+1   7
DFT total energy   -68712.9230 eV
Max |F|   0.062 hartree/bohr
Highest occupied orbital energy (alpha / beta)   -10.13 / -9.95 eV

Each line ends with the Löwdin charge.
Positions of all 78 atoms, in Å:
Eu 1.981 -0.708 1.891  1.65
C -1.660 -1.049 3.371  -0.20
C -1.260 -2.081 2.492  -0.17
C 0.440 -1.709 3.991  -0.30
C -0.624 -0.812 4.295  -0.17
C 0.063 -2.457 2.831  -0.33
C -3.001 -0.435 3.401  -0.04
H -3.346 -0.197 2.395  0.04
H -3.018 0.486 3.992  0.09
H -3.741 -1.123 3.828  0.10
C -0.684 0.174 5.402  -0.01
H -1.728 0.413 5.643  0.08
H -0.190 1.121 5.136  0.09
H -0.217 -0.198 6.324  0.09
C 1.681 -1.953 4.769  -0.05
H 1.493 -1.798 5.842  0.10
H 2.517 -1.283 4.493  0.05
H 2.034 -2.988 4.642  0.09
C 0.875 -3.523 2.179  -0.09
H 0.802 -4.468 2.744  0.11
H 1.963 -3.309 2.091  0.05
H 0.522 -3.729 1.159  0.09
C -2.112 -2.812 1.534  -0.01
H -2.056 -3.898 1.731  0.11
H -1.804 -2.638 0.490  0.07
H -3.164 -2.512 1.646  0.09
C -1.588 1.801 0.024  -0.09
C -2.524 0.888 0.309  -0.11
C -3.124 -0.142 -0.585  -0.17
C -2.293 -0.669 -1.776  -0.21
C -0.985 -1.282 -1.463  -0.13
C 0.173 -0.692 -1.107  -0.20
C 0.549 0.736 -0.927  -0.23
C -0.602 1.753 -1.093  -0.24
H -4.051 0.268 -1.021  0.13
H -2.186 0.106 -2.553  0.04
H -3.466 -0.991 0.030  0.09
H -1.129 1.590 -2.053  0.00
H -1.460 2.660 0.697  0.11
H -3.044 1.018 1.260  0.08
H -0.152 2.757 -1.170  0.12
H 1.019 0.933 0.057  0.03
H 1.042 -1.367 -1.017  0.07
H 1.342 0.980 -1.658  0.10
H -2.886 -1.484 -2.224  0.12
H -0.952 -2.380 -1.584  0.11
P -0.612 1.115 -4.111  0.82
C -0.867 2.868 -4.580  -0.27
C -1.753 0.431 -5.381  -0.27
P 1.778 -0.777 -4.194  0.82
C 1.033 0.797 -4.847  -0.58
C 1.034 -1.840 -5.525  -0.31
C 3.361 -0.596 -5.122  -0.33
H -0.031 3.503 -4.265  0.04
H -1.802 3.234 -4.134  0.05
H -0.961 2.901 -5.672  0.04
H -1.585 1.014 -6.297  0.04
H -2.787 0.600 -5.040  0.05
H -1.591 -0.636 -5.575  0.02
H 3.134 -0.379 -6.172  0.04
H 3.912 -1.540 -5.055  0.04
H 3.958 0.217 -4.697  0.03
H 1.668 1.673 -4.636  0.05
H 0.891 0.721 -5.942  0.05
H 1.635 -2.756 -5.576  0.04
H 1.116 -1.320 -6.487  0.04
H -0.014 -2.097 -5.337  0.02
C 3.280 3.667 3.714  -0.10
C 3.134 2.662 4.672  -0.08
C 2.393 1.491 4.373  -0.18
C 1.804 1.411 3.133  -0.36
C 1.867 2.406 2.184  -0.19
C 2.669 3.549 2.466  -0.08
H 3.886 4.551 3.942  0.11
H 3.597 2.752 5.656  0.10
H 2.291 0.696 5.114  0.07
H 1.320 2.362 1.234  0.05
H 2.793 4.321 1.702  0.10



Relative energy (zero: lowest compared OMol25 entry of this formula, charge and spin)? In order: 85.9 85.4 0.0 kJ/mol.